[1]
The following is a DFT calculation (the ωB97M-V functional and the def2-TZVPD basis) of 2 unconnected molecules or ions with the total composition C5H11O3.

The energy comes out at -11507.350 eV. The LUMO energy is 3.91 eV. The value obtained for the molar mass is 119.1 u. As for the total charge: -1. Its multiplicity is 1. The value obtained for the HOMO energy is -4.51 eV. As for the frontier orbital gap: 8.4185 eV.

```
19
C5H11O3 the ωB97M-V functional and the def2-TZVPD basis
C 0.4035 0.3404 -1.3435
C 0.9488 0.4227 -2.7619
C -0.5452 -0.8114 -1.0991
O 1.5227 0.0281 -0.5183
H -0.0725 1.3063 -1.0731
H 0.2104 0.9183 -3.3937
H -0.7449 -0.8611 -0.0169
H -1.4915 -0.9798 -1.6156
H -0.0181 -1.7758 -1.1338
H 1.3312 0.5302 0.3525
H 1.3226 -0.5299 -3.1151
H 1.8327 1.0650 -2.7357
C -0.8959 -0.5222 2.9147
C -0.4023 0.7591 2.2432
O -1.2537 1.6573 2.1602
O 0.8103 0.8057 1.8493
H -0.1198 -1.0148 3.5061
H -1.2227 -1.1943 2.1312
H -1.6155 -0.1439 3.6494
```

---

[2]
The following is a DFT calculation (the ωB97M-V functional and the def2-TZVPD basis) of 2 unconnected molecules or ions with the total composition C7H9NOS.

The energy comes out at -21770.794 eV. The LUMO energy (alpha / beta) is -0.70 / -0.39 eV. The value obtained for the molar mass is 155.2 u. As for the total charge: 0. Its multiplicity is 1. The value obtained for the HOMO energy (alpha / beta) is -7.77 / -7.32 eV. As for the frontier orbital gap (alpha / beta): 7.0685 / 6.9338 eV.

```
19
C7H9NOS the ωB97M-V functional and the def2-TZVPD basis
C 0.4801 0.0058 0.7445
C 1.0461 1.3812 0.2918
C 2.6988 -0.0994 -0.5141
C 3.7679 -0.6850 -0.9797
C -1.8250 -0.0464 -0.0376
C -2.2408 -1.4901 -0.0673
C -2.9097 0.7987 0.6344
N 2.2434 1.2092 -0.3083
O 0.6133 2.4718 0.5644
S 1.4086 -1.2165 0.1876
H 3.9148 -1.8083 -0.9763
H 4.5440 -0.0382 -1.3015
H -1.9533 -1.7575 0.9117
H -3.2501 -1.6409 -0.3372
H -1.6007 -2.2581 -0.7062
H -2.6209 0.9497 1.6309
H -3.1231 1.7839 0.2136
H -3.8359 0.3369 0.5641
H 2.6425 2.1031 -0.5146
```

---

[3]
The following is a DFT calculation (the ωB97M-V functional and the def2-TZVPD basis) of 2 unconnected molecules or ions with the total composition C2H2ClN3O.

The energy comes out at -21139.545 eV. The LUMO energy (alpha / beta) is -0.93 / -0.95 eV. The value obtained for the molar mass is 119.5 u. As for the total charge: 0. Its multiplicity is 1. The value obtained for the HOMO energy (alpha / beta) is -9.66 / -9.62 eV. As for the frontier orbital gap (alpha / beta): 8.7284 / 8.6710 eV.

```
9
C2H2ClN3O the ωB97M-V functional and the def2-TZVPD basis
C 0.7116 -0.1999 -0.6465
C 1.3645 0.2855 0.5356
N -0.3132 0.4932 -0.9119
N 0.6360 1.2980 0.9567
N -2.0055 -1.4194 0.4968
O -0.4154 1.4195 0.0383
Cl -3.3470 -0.7807 -0.0359
H 1.1907 -1.0121 -1.3663
H 2.1784 -0.0841 0.9332
```

---

[4]
The following is a DFT calculation (the ωB97M-V functional and the def2-TZVPD basis) of 2 unconnected molecules or ions with the total composition C6H14.

The energy comes out at -6447.079 eV. The LUMO energy is 1.08 eV. The value obtained for the molar mass is 86.2 u. As for the total charge: 0. Its multiplicity is 1. The structure (SMILES) is C=CC.CCC. The value obtained for the HOMO energy is -9.39 eV. As for the frontier orbital gap: 10.4691 eV.

```
20
C6H14 the ωB97M-V functional and the def2-TZVPD basis
C -2.8316 -0.3070 1.2555
C -2.5566 0.3410 0.0730
C -1.9816 -0.2941 -1.1708
H -3.6973 0.1027 1.8009
H -2.7213 -1.3445 1.4408
H -2.8650 1.3312 0.0857
H -2.7895 -0.3075 -1.9129
H -1.6764 -1.4944 -1.0832
H -1.1783 0.3538 -1.6533
C 2.3536 1.2721 -0.6047
C 1.4951 0.1001 -0.0975
C 2.1656 -0.8727 0.9067
H 3.1202 0.9956 -1.2980
H 1.6507 1.9731 -1.0264
H 2.8404 1.8157 0.2365
H 0.5240 0.4978 0.3322
H 1.1576 -0.6491 -0.9033
H 1.5563 -1.8408 1.0797
H 2.2614 -0.5198 1.9491
H 3.1728 -1.1533 0.5900
```

---

[5]
The following is a DFT calculation (the ωB97M-V functional and the def2-TZVPD basis) of C2H6N4O2 in the gas phase.

The energy comes out at -12223.327 eV. The LUMO energy is 0.61 eV. The value obtained for the molar mass is 118.1 u. As for the total charge: 0. Its multiplicity is 1. The structure (SMILES) is [H]/N=C(/N)O/N=C\NO. The value obtained for the HOMO energy is -9.21 eV. As for the frontier orbital gap: 9.8200 eV.

```
14
C2H6N4O2 the ωB97M-V functional and the def2-TZVPD basis
H 1.7715 1.9187 -0.0357
N 2.4422 1.1569 0.0507
C 1.8349 0.0440 -0.0252
N 2.4027 -1.1927 0.0476
O 0.4748 -0.1296 -0.0376
N -0.1481 1.1045 -0.0159
C -1.4181 0.9439 0.0068
N -1.9970 -0.2716 0.3872
O -3.2071 -0.3724 -0.2598
H 1.8214 -1.9365 -0.2834
H 3.4070 -1.2506 -0.1510
H -2.1291 1.7580 -0.1507
H -1.3906 -1.0855 0.0445
H -3.8646 -0.6869 0.4224
```

---

[6]
The following is a DFT calculation (the ωB97M-V functional and the def2-TZVPD basis) of a molecular structure, C5H10N7O.

The energy comes out at -17816.107 eV. The LUMO energy is -3.98 eV. The value obtained for the molar mass is 184.2 u. As for the total charge: +1. Its multiplicity is 1. The value obtained for the HOMO energy is -12.12 eV. As for the frontier orbital gap: 8.1434 eV.

```
23
C5H10N7O the ωB97M-V functional and the def2-TZVPD basis
C -0.1083 -0.1597 3.0969
C -0.1652 -0.6910 0.9751
C 0.0264 0.7163 1.1365
C -0.3646 -1.3667 -0.1951
C 0.4416 0.5237 -1.4365
N 0.0805 0.9806 2.4626
N -0.2471 -1.1980 2.2544
N 0.3037 1.4952 0.1280
N -0.3587 -0.6517 -1.3580
N 1.7910 0.2619 -1.4384
N -0.1046 2.8555 0.2371
N -1.1904 -1.0944 -2.3814
O -1.0191 -2.5620 -0.2465
H 0.0427 -0.3284 4.1758
H 0.2090 1.3001 -2.1225
H -0.0766 -2.1859 2.3040
H 2.3193 1.0969 -1.1508
H 2.1567 -0.6283 -1.0082
H 0.7876 3.3089 0.1488
H -0.3392 3.0001 1.1760
H -1.5932 -2.6511 -0.9984
H -0.6200 -1.3930 -3.1555
H -1.9714 -0.6291 -2.6039
```

---

[7]
The following is a DFT calculation (the ωB97M-V functional and the def2-TZVPD basis) of 2 unconnected molecules or ions with the total composition C3H8NO.

The energy comes out at -6767.052 eV. The LUMO energy is -4.12 eV. The value obtained for the molar mass is 74.1 u. As for the total charge: +1. Its multiplicity is 1. The value obtained for the HOMO energy is -15.46 eV. As for the frontier orbital gap: 11.3418 eV.

```
13
C3H8NO the ωB97M-V functional and the def2-TZVPD basis
C 0.2153 -0.1883 0.5802
C -0.9939 -0.0650 -0.2719
C 1.5001 -0.5554 -0.1298
N -0.3135 1.1139 0.3017
O -2.3197 -0.2891 -0.2182
H 0.1783 -0.4877 1.6298
H -0.4744 -0.2503 -1.8687
H 1.1285 -0.5980 -1.1882
H 2.1456 -1.3270 0.2205
H 2.3222 0.2277 0.0237
H -0.9581 1.7757 0.9126
H 0.1325 1.6776 -0.4143
H -2.5631 -1.0342 0.4226
```

---

It is found that the relative energy (zero: lowest compared OMol25 entry of this formula, charge and spin) values, taken in the order of the records, are 69.3, 583.4, 588.9, 224.8, 320.9, 126.7, 397.3 kJ/mol.